{"formula": "C24H13BrN5O5RuS2", "method": "wB97M-V/def2-TZVPD", "elements": ["O", "C", "C", "C", "N", "C", "S", "N", "C", "N", "C", "C", "H", "H", "H", "C", "C", "C", "C", "H", "C", "C", "O", "H", "C", "S", "H", "H", "Ru", "C", "C", "C", "N", "H", "H", "H", "O", "H", "N", "C", "C", "H", "O", "C", "C", "C", "C", "C", "Br", "H", "O"], "positions_angstrom": [[-4.2723, -2.2562, -0.2693], [-0.3622, -0.4666, -6.1850], [1.4946, -1.3139, 1.6691], [-0.3897, -1.1162, -3.8181], [1.0796, 5.7650, 1.0562], [-0.0917, 2.3117, 0.0712], [-0.6183, -2.2360, -2.5479], [-0.6130, -2.0624, 1.6073], [3.7862, -0.7168, 2.2063], [0.4502, -1.5102, 0.9479], [-0.5121, -1.4443, -5.1678], [-0.7935, -2.7547, -5.6235], [1.7712, 7.2842, -0.1499], [-3.9519, -3.7393, 4.7233], [-1.9862, -2.6870, 3.6222], [2.7531, -0.7560, 1.2601], [2.9659, -0.1793, -0.0306], [1.2346, 5.5472, -1.3043], [-5.2146, -3.2921, 1.6128], [-3.4988, -1.6758, -0.4764], [5.2079, 0.4661, 0.6954], [0.6251, 4.5141, 1.1012], [0.3927, 1.5609, 0.9410], [0.4025, 4.1147, 2.0837], [0.7379, 4.2593, -1.2723], [0.0007, 0.4849, -3.3230], [3.6059, -1.1678, 3.1777], [0.5840, 3.6697, -2.1670], [-0.0765, -0.1827, -0.8452], [1.3884, 6.2701, -0.1330], [-4.1337, -2.6497, 1.0068], [-2.9490, -2.4480, 1.7436], [-1.0100, -3.8049, -6.0545], [1.4019, -1.5721, 2.7268], [5.7867, -0.1209, 2.6933], [4.3652, 0.9106, -1.2277], [2.1014, -0.2263, -0.9860], [6.1527, 0.9535, 0.4789], [-0.2598, 0.2952, -7.0478], [-1.7763, -1.7999, 1.0906], [4.2182, 0.4501, -0.2585], [-6.1035, -3.4596, 1.0171], [-2.0132, -1.0380, 0.0738], [-3.9949, -3.4517, 3.6797], [-5.1476, -3.6799, 2.9386], [0.4323, 3.7270, -0.0256], [-2.9048, -2.8478, 3.0739], [5.0041, -0.1293, 1.9444], [1.7079, 6.3680, -2.9545], [-6.0081, -4.1533, 3.3981], [-0.9694, 1.9863, -0.7732]], "atomic_forces_ev_per_a": [[-0.1, 0.1, 0.0], [0.0, 0.2, -0.2], [-0.4, -0.4, 0.2], [0.1, 0.0, -0.2], [0.0, 0.0, 0.1], [-0.1, 0.5, 0.4], [0.1, 0.1, 0.3], [-0.4, -0.5, 0.7], [-0.1, 0.0, 0.0], [0.3, 0.6, -0.3], [0.0, 0.2, 0.2], [-0.1, -0.3, 0.0], [0.0, 0.0, -0.1], [0.0, 0.0, 0.0], [0.0, 0.0, 0.0], [0.3, 0.4, -0.3], [0.1, -0.2, 0.2], [0.1, 0.1, -0.1], [0.0, 0.0, 0.0], [0.1, -0.1, 0.0], [-0.1, 0.0, 0.0], [0.1, 0.0, 0.0], [0.0, 0.0, -0.2], [0.0, -0.1, 0.0], [-0.1, 0.0, 0.1], [-0.1, 0.0, 0.2], [0.0, 0.0, 0.0], [0.0, 0.0, 0.0], [-0.2, -0.6, -0.9], [0.0, 0.0, 0.1], [0.1, 0.0, 0.2], [-0.2, 0.1, -0.2], [0.0, 0.1, 0.1], [0.0, -0.2, 0.0], [0.0, 0.0, 0.0], [0.0, 0.0, 0.0], [-0.6, 0.3, 0.2], [0.0, 0.0, 0.0], [0.0, 0.0, 0.0], [0.3, 0.1, -0.1], [0.0, -0.1, 0.0], [0.0, 0.0, 0.0], [0.4, 0.2, 0.0], [0.0, 0.0, 0.1], [0.0, 0.0, -0.1], [-0.1, 0.0, -0.1], [0.0, -0.1, 0.0], [0.1, 0.0, 0.1], [0.0, -0.1, 0.1], [0.0, 0.0, 0.0], [0.4, -0.4, -0.1]], "lowdin_charge": [0.0578, -0.2988, -0.1029, -1.2083, 0.0557, -0.6736, 0.5380, 0.0467, -0.0762, -0.0880, -0.4178, -0.2875, 0.0902, 0.0842, 0.1014, -0.1597, -0.3772, -0.6625, -0.0319, 0.0770, -0.1199, -0.0843, -0.0231, 0.1182, -0.0357, 0.5392, 0.0988, 0.1180, 1.3412, -0.2194, -0.2702, -0.0792, 0.1065, 0.1176, 0.0791, 0.1071, -0.2219, 0.0885, 0.1071, -0.4587, -0.0268, 0.1073, -0.1969, -0.1224, -0.1190, -0.1005, -0.0445, -0.1390, 0.6970, 0.0886, -0.1189], "e_above_lowest_kcal_mol": 0.0, "gap_ev": [6.09, 6.52], "spin_multiplicity": 6, "e_homo_ha": [-0.084, -0.100], "lumo_energy_ev": [3.81, 3.81], "e_tot_ha": -5037.736381, "total_charge": -2, "largest_force_ha_per_bohr": 0.0213}